1.
{"formula": "C23H23Br27IN2O3P", "method": "ωB97M-V/def2-TZVPD", "relative_energy_kj_mol": 0.00, "homo_energy_ev": -8.383, "homo_lumo_gap_ev": 7.3, "energy_ev": -1941877.091, "elements": ["Br", "H", "C", "Br", "H", "Br", "C", "N", "H", "C", "Br", "H", "Br", "O", "H", "Br", "P", "O", "Br", "Br", "Br", "Br", "C", "Br", "Br", "Br", "H", "C", "I", "O", "C", "H", "C", "Br", "C", "C", "Br", "C", "H", "Br", "C", "H", "C", "H", "H", "H", "Br", "H", "Br", "H", "H", "Br", "C", "H", "C", "C", "H", "Br", "Br", "Br", "C", "N", "Br", "H", "H", "H", "C", "C", "Br", "C", "C", "C", "C", "Br", "H", "Br", "C", "Br", "H", "H"], "coordinates": [[5.409, -9.222, 2.285], [0.835, 1.586, -3.775], [0.166, -0.008, 2.880], [-4.216, -10.707, 1.116], [-0.788, 0.330, 3.296], [8.166, 1.710, -3.040], [-3.341, -10.284, 2.782], [3.447, 5.283, 0.155], [0.918, 0.735, 3.177], [0.096, -0.141, 1.389], [-4.187, 5.702, 0.163], [7.091, 3.908, -2.685], [7.449, 3.241, -0.332], [-0.385, 4.916, 0.625], [-1.023, -3.172, -0.980], [-5.254, 4.758, -2.683], [3.837, 5.482, -3.232], [4.345, 4.893, -4.689], [-4.909, 1.848, 1.683], [-0.221, -5.482, 0.455], [-3.048, -1.759, -1.077], [-3.376, -4.573, 3.026], [2.217, 5.720, -0.590], [-1.530, -9.683, 2.503], [5.082, -7.391, -0.310], [-5.779, -4.123, 0.979], [-4.332, 6.937, -1.971], [1.693, -5.407, 0.273], [2.771, 7.653, -3.807], [-1.393, 1.189, -2.360], [-0.630, 1.693, -1.548], [0.924, -1.718, 0.275], [-4.036, 5.922, -1.744], [-5.683, 3.498, 5.803], [4.512, -8.996, 0.596], [1.292, -0.755, 0.674], [-3.951, -6.727, 0.745], [2.475, 4.368, -2.695], [-5.087, 3.064, -0.465], [-4.356, -9.016, 3.814], [1.781, 4.569, -1.489], [4.463, 5.617, -5.319], [-1.557, -2.737, -1.815], [-4.360, 1.721, 6.898], [2.117, -0.997, 1.350], [1.483, 5.975, 0.170], [-6.008, 0.880, -1.166], [3.381, 4.278, 0.269], [2.278, -3.816, -0.651], [-3.356, -4.332, 0.565], [4.262, 5.511, -0.402], [2.570, -5.608, 1.972], [-0.659, 1.478, 0.061], [-3.289, -11.198, 3.356], [-0.035, 3.845, 0.170], [0.771, 3.705, -1.131], [4.795, -9.830, -0.031], [-2.221, 5.709, -2.356], [-5.639, 0.350, 5.286], [-2.142, -4.196, -2.934], [-4.788, 2.051, -0.238], [-0.938, 0.237, 0.703], [5.133, 2.438, -2.367], [0.427, -0.948, 3.388], [2.659, 3.109, -4.420], [1.605, -0.103, -0.148], [-0.380, 2.540, 0.821], [2.125, 3.307, -3.492], [-0.308, -1.594, -2.751], [-4.022, -4.863, 1.233], [1.117, 2.429, -3.152], [-4.631, 1.886, 5.864], [6.979, 2.959, -2.179], [-2.968, 1.822, -0.873], [1.987, -6.252, -0.337], [-2.991, 2.072, 4.868], [0.445, 2.631, -1.975], [2.595, -9.061, 0.793], [2.487, 6.612, -1.155], [-0.370, 2.528, 1.904]], "mulliken_charge": [0.0007, 0.5813, -1.5125, -0.0128, 0.2272, -0.0367, -0.4110, -0.6055, 0.3949, 0.6909, -0.0304, 0.3219, -0.0177, -0.6356, -0.2632, -0.0251, 0.1310, -0.3912, 0.0010, 0.1237, 0.0736, 0.0020, -1.2511, 0.0412, -0.0163, -0.0474, 0.3539, -0.2748, -0.1543, -0.5461, 0.6929, -0.2950, -0.3615, -0.0076, -0.3391, -0.3601, 0.0040, 0.6747, -0.0254, 0.0114, 0.1427, 0.2911, 0.2662, 0.3796, 0.4130, 0.3869, -0.0549, 0.2844, -0.0176, -0.5739, 0.3996, 0.0090, -0.6727, 0.3497, 0.0425, 0.3157, 0.3545, 0.0470, -0.0082, -0.0293, -0.1461, -0.0207, 0.1077, 0.4630, 0.5306, 0.1866, -0.3222, -0.6377, -0.0852, 0.5855, -1.3149, -0.4219, -0.3239, 0.1113, 0.2662, 0.0280, 1.1380, 0.0017, 0.2738, 0.5487]}



2.
{"formula": "C23H23BrF6N4O2PTa", "method": "ωB97M-V/def2-TZVPD", "relative_energy_kj_mol": 85.34, "total_charge": 3, "homo_energy_ev": [-17.851, -17.913], "homo_lumo_gap_ev": [7.5, 5.7], "energy_ev": -131448.794, "s2": 0.779, "spin_multiplicity": 2, "elements": ["C", "C", "H", "O", "C", "N", "H", "H", "H", "F", "H", "F", "H", "C", "H", "C", "H", "C", "C", "H", "C", "H", "H", "C", "H", "C", "F", "F", "H", "H", "C", "H", "N", "C", "F", "C", "H", "H", "C", "C", "N", "H", "C", "C", "H", "C", "C", "N", "H", "F", "C", "C", "H", "Ta", "P", "H", "C", "C", "O", "H", "Br"], "coordinates": [[4.737, 0.626, 0.606], [1.587, 0.106, 2.636], [2.242, -1.626, -1.057], [0.288, 0.232, 2.141], [-1.493, 3.705, -3.200], [-0.861, -2.431, 1.755], [0.051, -5.255, -1.378], [0.353, 6.397, 0.333], [-0.723, 6.666, -1.781], [-4.363, 0.591, -1.107], [0.836, -1.665, -2.125], [-2.205, -0.014, 1.219], [1.928, -3.789, -2.268], [-1.508, -4.829, 0.519], [-2.031, -5.319, -0.301], [2.773, 0.763, -0.729], [-3.217, -3.602, 0.940], [-1.396, 5.072, -3.063], [0.082, 2.484, 0.031], [1.232, 4.936, 2.136], [-0.419, 3.332, -1.005], [-1.940, 3.277, -4.087], [-0.873, -5.573, 1.007], [-2.492, -4.210, 1.485], [1.075, 2.548, 1.967], [-0.316, 4.749, -0.879], [-2.950, 1.745, 0.144], [-4.579, 0.448, 1.315], [-3.043, -4.993, 2.002], [-0.422, -1.712, 2.305], [0.017, -4.168, -1.346], [-1.761, 5.738, -3.833], [0.398, -1.668, -0.065], [2.575, 0.305, 1.529], [-3.527, -1.205, -0.079], [-1.736, -3.363, 2.484], [-1.112, 1.788, -2.354], [5.813, 0.678, 0.712], [-1.013, 2.851, -2.195], [-0.365, -2.667, 0.533], [-0.647, -3.796, -0.091], [4.748, 1.067, -1.509], [0.676, 3.122, 1.144], [0.276, 5.320, 0.250], [-1.128, -3.983, 3.146], [1.258, -2.070, -1.205], [3.935, 0.350, 1.715], [2.000, 0.500, 0.322], [-0.575, -3.823, -2.197], [-1.482, 0.050, -1.120], [1.399, -3.570, -1.342], [0.774, 4.501, 1.258], [4.349, 0.188, 2.702], [-0.211, 0.308, 0.322], [-3.588, 0.315, 0.188], [1.980, -3.991, -0.518], [4.154, 0.844, -0.633], [-0.810, 5.593, -1.904], [1.813, -0.088, 3.773], [-2.411, -2.772, 3.101], [1.852, 0.988, -2.352]], "mulliken_charge": [-0.5820, 0.0798, 0.3079, -0.7367, -1.0233, 0.1800, 0.5389, 0.4963, 0.4913, -0.2543, 0.2877, -0.5049, 0.4313, -0.7207, 0.5067, 0.2408, 0.1660, -0.6756, 0.5425, 0.4988, 1.0307, 0.4976, 0.3336, -0.5166, 0.3581, 0.9209, -0.1681, -0.1860, 0.3991, 0.0295, -0.7177, 0.4662, 0.2238, 0.7726, -0.1786, -0.6950, 0.5409, 0.4901, -0.2225, 0.3816, 0.0806, 0.5452, -0.3210, -0.6939, 0.3559, -0.4900, -0.7096, 0.3896, 0.2587, -0.7531, -0.9303, -1.2005, 0.5903, 1.5881, 1.0856, 0.3376, -0.6645, -0.6146, -0.4415, 0.4385, 0.1184]}



3.
{"formula": "C23H23BrInN5OS2", "method": "ωB97M-V/def2-TZVPD", "relative_energy_kj_mol": 0.00, "homo_energy_ev": [-5.269, -6.090], "homo_lumo_gap_ev": [4.6, 6.4], "energy_ev": -130604.190, "elements": ["C", "C", "H", "H", "H", "C", "H", "H", "H", "S", "H", "N", "C", "C", "C", "S", "C", "H", "Br", "H", "H", "C", "C", "C", "N", "H", "C", "H", "H", "C", "H", "C", "H", "N", "N", "H", "C", "C", "C", "In", "H", "C", "H", "H", "H", "H", "O", "C", "C", "N", "C", "H", "H", "C", "C", "C"], "coordinates": [[3.727, 0.575, -0.591], [4.864, 0.564, -1.349], [-4.821, 1.120, -1.259], [4.277, -1.944, -0.342], [1.985, -5.804, 1.312], [-3.764, 0.823, 1.226], [-5.180, -3.331, 2.339], [6.532, 1.679, -2.097], [-3.993, 2.567, -0.606], [-3.505, -1.565, -0.229], [0.437, 3.738, -2.698], [0.943, -2.697, -0.679], [5.622, 1.714, -1.481], [-2.594, -1.988, 1.296], [-0.016, 3.521, -1.685], [-2.775, -3.400, 2.338], [-1.096, 2.944, 0.768], [2.548, 1.638, 0.958], [6.367, 4.400, -1.242], [-1.548, 5.090, 0.941], [-3.575, 1.891, 1.408], [3.186, -1.724, -0.514], [5.262, 2.903, -0.846], [-3.949, 1.764, -1.299], [-1.621, -1.129, 1.633], [0.504, 0.244, 0.933], [2.661, -3.965, 0.359], [3.676, -4.079, 0.662], [-4.868, 0.722, 1.053], [-1.100, 4.285, 0.316], [-0.555, 5.570, -1.342], [-2.969, 0.138, 0.134], [-0.953, -3.539, -0.878], [-1.574, -0.134, 0.757], [0.032, 2.276, -1.217], [-3.766, 2.128, -2.297], [-0.421, 0.500, 0.401], [0.459, -4.865, 0.146], [-0.549, 1.943, -0.063], [0.562, -0.524, -1.563], [-1.502, 2.692, 1.755], [-4.386, -3.946, 1.826], [-3.584, 0.293, 2.218], [3.971, 3.769, 0.570], [-0.202, -5.774, 0.312], [5.246, -0.363, -1.773], [-2.791, 0.970, -1.019], [-0.597, 4.556, -0.931], [1.743, -4.971, 0.632], [2.772, -0.492, -0.675], [3.407, 1.694, 0.219], [-4.520, -3.901, 0.740], [-4.525, -4.945, 2.181], [4.184, 2.869, 0.051], [2.254, -2.787, -0.310], [0.079, -3.711, -0.498]], "mulliken_charge": [0.1089, -0.4635, 0.3399, 0.3140, 0.3599, -1.3725, 0.2527, 0.3530, 0.3331, -0.2644, 0.3829, -0.1902, -0.4256, 0.1855, -0.4691, -0.0372, -0.6175, 0.2214, -0.2064, 0.3788, 0.3995, -0.6131, -0.1595, -0.9015, -1.4033, 0.9988, -0.8198, 0.4026, 0.3623, -0.5775, 0.3990, 0.7611, 0.4047, 1.2334, -0.2801, 0.2703, -1.3757, -0.6714, 0.6182, 0.7421, 0.6234, -0.8420, 0.3871, 0.4762, 0.2697, 0.3930, -0.2308, -0.4882, -0.2060, -0.0948, -0.1856, 0.2506, 0.3948, -0.3294, 0.7886, -0.1801]}